The following is a quantum chemistry calculation of a structure of composition C39H33BrN3O3SSbV at a distorted geometry, from the Open Molecules 2025 dataset.

CARTESIAN COORDINATES (ANGSTROEM)
Sb1 -0.703683 -1.067363 -0.385776
Br1 -0.041183 1.461937 1.778224
V1 -0.377083 1.649737 -0.669876
S1 -0.818483 3.964937 -0.312976
O1 -0.145783 1.838937 -2.245476
O2 0.066017 -0.526863 -3.292576
O3 -2.184983 1.530837 -0.668476
N1 -2.941583 2.580237 -0.956876
N2 1.549917 1.896337 -0.623776
N3 2.047217 1.990737 -1.862776
C1 1.870617 1.772437 1.727824
C2 2.441417 1.939437 6.566724
C3 2.253917 1.474937 4.202124
C4 -2.423183 3.828637 -0.866076
C5 1.358817 0.436837 4.502124
C6 2.630117 1.799737 2.853024
C7 -0.855383 -3.114863 -1.057276
C8 -1.511883 -5.342463 -0.491276
C9 2.339517 -1.091363 -0.359776
C10 -5.025383 3.416337 -1.682976
C11 -4.528483 4.722137 -1.600976
C12 0.987817 2.167137 -2.873176
C13 1.310217 1.355837 -4.113276
C14 -0.605383 -5.842763 -1.409876
C15 1.012917 0.162137 5.808124
C16 2.415117 1.214037 -6.250576
C17 2.332417 1.999737 0.407024
C18 0.169617 -4.974263 -2.160276
C19 -4.392983 -1.202463 2.889724
C20 2.075317 1.933437 -5.120776
C21 -2.019383 -1.266863 2.502224
C22 0.051117 -3.606063 -1.979876
C23 1.993717 -0.101563 -6.378076
C24 -2.238183 -1.148563 1.137124
C25 -3.232583 4.925137 -1.187176
C26 -4.214283 2.367937 -1.342576
C27 -3.540483 -1.055963 0.653724
C28 2.823717 2.196037 5.266624
C29 -3.099183 -1.302463 3.373324
C30 -4.614683 -1.085863 1.527024
C31 0.859117 0.042637 -4.257876
C32 2.785317 -2.606163 1.911524
C33 1.262317 -1.519763 0.407324
C34 1.486617 -2.294863 1.535224
C35 1.216717 -0.678663 -5.391676
C36 -1.646283 -3.974263 -0.317276
C37 1.539217 0.922037 6.844724
C38 3.858817 -2.144763 1.167924
C39 3.635517 -1.390463 0.027424
H1 -2.925983 -1.411863 4.433124
H2 2.987517 1.680637 -7.034776
H3 4.868117 -2.383963 1.467924
H4 0.884017 -5.360663 -2.871476
H5 0.651217 -2.677163 2.108224
H6 0.344417 -0.653863 6.032224
H7 3.651017 2.141837 2.719024
H8 -1.013183 -1.335663 2.893224
H9 3.391917 2.218637 0.277924
H10 -3.713383 -0.979163 -0.416076
H11 -2.354483 -3.591263 0.403724
H12 -5.157983 5.559337 -1.855476
H13 0.866517 -1.696163 -5.498676
H14 3.530817 2.984037 5.060524
H15 -5.623883 -1.029263 1.146124
H16 2.389117 2.962637 -5.018376
H17 0.694117 -2.934363 -2.534976
H18 1.262817 0.708337 7.866124
H19 -5.228483 -1.221563 3.573424
H20 2.956417 -3.220063 2.783224
H21 4.469217 -1.057163 -0.572476
H22 2.935117 2.473637 -2.001176
H23 -2.107183 -6.014763 0.106824
H24 0.999417 -0.197563 3.708224
H25 -2.807883 5.914037 -1.104076
H26 2.167117 -0.536163 -1.278776
H27 -4.523383 1.333337 -1.375176
H28 -6.031083 3.226037 -2.018376
H29 -0.497283 -6.908263 -1.536076
H30 2.848717 2.524237 7.375724
H31 0.933317 3.245137 -3.155976
H32 2.265017 -0.681463 -7.247276
H33 -0.324383 -1.333063 -3.666076

Force components x, y, z for each atom (eV/Å):
0.5695 -1.3847 1.0314
0.7356 -0.1145 1.3281
-3.0797 0.1762 3.3754
0.5963 0.0033 0.2033
-0.6998 -0.2396 -3.6243
-0.0492 -0.2642 -0.2345
-1.1747 -0.7398 0.2228
-0.9060 1.4894 -0.3047
2.3410 0.5346 1.5277
0.6449 -0.0940 -1.1587
0.0027 -0.0520 1.0322
-0.0382 -0.0599 0.1482
-0.1948 -0.1420 0.8816
-0.0968 0.0305 0.0227
0.1911 0.1583 -0.1693
-0.4957 0.0439 -0.9682
-0.1711 0.7256 -0.1274
-0.0005 -0.0854 -0.0074
-0.1443 0.1075 -0.1516
0.1634 0.0017 0.0655
0.1925 -0.1947 0.1056
2.7679 1.2657 -1.9500
-0.5300 -0.0802 0.4246
-0.0278 -0.0254 0.0244
0.0287 0.0198 0.1778
0.0603 -0.0024 -0.0445
0.0815 -0.0087 -0.6304
0.0655 0.0218 -0.0766
0.0030 -0.0237 0.0539
-0.1483 -0.1365 0.0826
0.0358 -0.0324 -0.0272
0.1465 0.0821 -0.2080
0.0042 0.0927 0.0634
0.5670 0.0767 -0.4101
-0.1424 -0.2176 -0.0178
-0.4793 -0.2417 -0.1791
0.0943 -0.0336 -0.1347
-0.2093 -0.0821 -0.3886
0.0536 0.0380 0.0857
-0.0603 0.0102 -0.0756
0.3193 0.0420 -0.4674
-0.0747 -0.0520 0.1361
-0.6667 0.2276 -0.0450
-0.0615 -0.0045 0.0712
-0.1084 0.0535 0.1784
-0.2107 0.0819 0.1344
0.0076 0.0172 -0.1509
0.0627 0.0479 0.0201
0.0572 -0.0603 -0.0519
0.0028 0.0132 0.1074
0.1179 0.0345 -0.0693
0.0654 -0.0410 0.0199
0.0493 -0.0315 -0.0676
0.0133 -0.0685 0.0607
-0.0768 -0.1077 -0.0113
0.0872 0.0005 -0.1820
0.0378 -0.0467 0.0587
-0.0831 -0.0421 -0.0428
-0.0762 -0.0157 0.0293
-0.0244 -0.0373 0.0545
-0.0517 0.0978 -0.0446
-0.0165 -0.1292 -0.0266
0.1293 0.1043 -0.0401
-0.0734 0.0144 -0.0278
0.0310 0.1229 -0.0208
0.1017 -0.0329 0.0105
-0.0250 0.0000 0.0678
-0.0496 -0.0265 0.0432
0.0233 -0.0394 0.0829
0.0932 0.0198 -0.0772
-0.3269 -0.1118 0.0985
-0.0930 -0.0710 0.0215
-0.0840 -0.1037 -0.1104
0.0242 0.0105 0.0030
0.0881 -0.0272 0.0480
0.0713 0.0094 0.0119
-0.0798 -0.0902 0.0263
0.0072 -0.1129 -0.0203
0.1024 0.0646 0.0573
-0.0922 -0.4735 0.1220
-0.0125 -0.0017 -0.0790
0.0979 0.1427 0.1028

Summary:
- Frontier orbital gap (alpha / beta): 6.5 / 6.9 eV
- F_max: 4.573 eV/A
- Charge: +2
- Spin multiplicity: 2
- Calculated total energy: -6051.78943 hartree